(1)
Entry from OMol25: C18H31ClNO2P2Pr as an isolated structure in a non-equilibrium geometry (ωB97M-V/def2-TZVPD).

Atoms and positions in Å:
1 C -0.77707 0.99416 -4.44963
2 C -0.79752 0.47728 -3.14581
3 N 0.03784 0.95158 -2.18423
4 C 0.86294 1.98011 -2.49083
5 C 0.86380 2.58693 -3.75041
6 C 0.05097 2.07135 -4.75701
7 C -1.76881 -0.65437 -2.85342
8 P -2.30509 -0.84305 -1.08992
9 Pr -0.29423 0.40988 0.42367
10 P 2.27311 1.45909 -0.02967
11 C 1.78150 2.58793 -1.42679
12 O -0.64240 -3.17252 -3.30798
13 O 0.41669 -3.37221 -0.83299
14 H -1.44345 0.54685 -5.18885
15 H 1.50503 3.45513 -3.90535
16 H 0.06591 2.49576 -5.75804
17 C -3.79844 0.21273 -1.03626
18 C -3.00817 -2.50586 -0.92516
19 H 2.72724 2.91006 -1.89407
20 H 1.28857 3.47256 -0.98463
21 H -1.31603 -1.64855 -3.17454
22 H -2.69246 -0.48953 -3.43155
23 C 2.67966 2.60279 1.34453
24 C 3.90650 0.91450 -0.60643
25 H 0.71787 -2.43522 -0.51161
26 H 0.42761 -3.95137 -0.04999
27 H -0.19085 -3.37448 -2.43851
28 H 0.05591 -3.17468 -3.97943
29 H -1.30429 2.07203 -0.04343
30 H 0.90346 -1.22137 -0.16021
31 H -4.56894 -0.24033 -1.67609
32 H -4.16362 0.27707 -0.00042
33 H -3.54878 1.22342 -1.38145
34 H -3.82801 -2.64474 -1.64095
35 H -2.23033 -3.26241 -1.08304
36 H -3.39596 -2.61961 0.09636
37 H 4.59143 1.77195 -0.66796
38 H 4.29379 0.16834 0.10051
39 H 3.79942 0.44670 -1.59377
40 H 3.57414 3.19332 1.10071
41 H 1.83401 3.26770 1.57237
42 H 2.87701 1.99409 2.23963
43 Cl -0.66628 1.61548 2.93517
44 C -0.28514 0.42300 4.17820
45 C -0.33428 0.84334 5.49306
46 C 0.00115 -0.04604 6.52957
47 C 0.37852 -1.35746 6.21393
48 C 0.42736 -1.77994 4.89031
49 C 0.07747 -0.90697 3.81029
50 C 0.07853 -1.36446 2.44261
51 H -0.62966 1.86868 5.71208
52 H -0.04064 0.30297 7.56049
53 H 0.63265 -2.04965 7.02083
54 H 0.71911 -2.80439 4.65242
55 H -0.83151 -1.88498 2.08591
56 H 1.01275 -1.79258 2.04777

Summary:
E_LUMO (alpha / beta) = 0.01668 / 0.01687 Eh
spin multiplicity = 3
calculated total energy = -69919.761 eV
orbital gap (alpha / beta) = 0.2465 / 0.2473 hartree

Results of the Löwdin charge analysis, in e, for atoms 1 through 5: C -0.023; C -0.277; N 0.034; C -0.306; C -0.032

(2)
Entry from OMol25: C6H15ClI2IrO2PS as an isolated structure in a non-equilibrium geometry (ωB97M-V/def2-TZVPD).

Atoms and positions in Å:
1 I -3.65762 -2.58627 2.42400
2 I -3.67139 1.57891 2.69796
3 Ir 0.21555 -0.32160 0.18222
4 P 0.39446 -0.09080 -2.08661
5 C -1.26689 -0.09998 -2.90911
6 C 0.95744 1.57509 -2.70330
7 H 2.04127 -1.94936 -2.32737
8 H 1.28677 -1.68863 -3.88138
9 H 0.38384 -2.48821 -2.58703
10 C 1.11061 -1.68203 -2.82153
11 H 1.87043 1.89922 -2.20695
12 H 1.10962 1.67174 -3.76298
13 H -1.23707 -0.04849 -3.96805
14 H -1.79031 0.73520 -2.49725
15 H 0.17049 2.31049 -2.39950
16 H -1.76916 -0.98323 -2.58796
17 C -1.65246 -0.49873 -0.30918
18 O -2.80373 -0.46431 -0.61796
19 Cl 2.51108 -0.13066 -0.39243
20 C -0.41417 -0.28639 3.94829
21 S 0.62266 -0.34318 2.33185
22 C 1.34606 1.29851 2.72339
23 O 1.74074 -1.33948 2.62766
24 H -0.97651 0.66787 4.10239
25 H 0.33557 -0.42082 4.75261
26 H -1.17379 -1.04142 3.81527
27 H 1.64410 1.21004 3.76204
28 H 2.15608 1.52659 2.07553
29 H 0.51633 1.98992 2.61540

Summary:
energy relative to the best compared isomer or geometry (same formula, charge and spin) = 275.9 kJ/mol
E_LUMO (alpha / beta) = -0.26507 / -0.45009 Eh
charge = +2
spin multiplicity = 5
calculated total energy = -62225.994 eV
orbital gap (alpha / beta) = 0.3169 / 0.1302 hartree

Results of the Löwdin charge analysis, in e, for atoms 1 through 5: I 0.639; I 0.550; Ir 0.745; P 0.610; C -0.253

(3)
Entry from OMol25: C21H30HgN4O4S2 as an isolated structure (ωB97M-V/def2-TZVPD).

Atoms and positions in Å:
1 Hg -1.92343 0.49629 0.12308
2 C -1.83715 5.80573 4.02291
3 C -0.82763 4.97527 3.24728
4 N -1.20581 3.57924 3.29441
5 C -0.67439 2.60686 2.46592
6 S -0.00027 3.06541 0.89401
7 N -0.61998 1.40221 2.91365
8 N -0.50549 0.36578 2.02264
9 C 0.24556 -0.65992 2.43086
10 C 1.21296 -0.47936 3.56821
11 C 0.06080 -1.92742 1.82648
12 C 0.83471 -3.07808 2.17181
13 C 0.52656 -4.29996 1.64021
14 C -0.56347 -4.42185 0.75625
15 C -1.23428 -3.25254 0.43309
16 N -0.95102 -2.05293 0.90802
17 H -1.57669 6.86447 3.98519
18 H -1.86876 5.50514 5.07353
19 H -2.83456 5.67455 3.60241
20 H 0.18023 5.14075 3.65609
21 H -0.80710 5.28732 2.20512
22 H -1.45944 3.21333 4.20114
23 H 1.49297 0.56911 3.65185
24 H 2.12185 -1.06326 3.41955
25 H 0.77282 -0.77802 4.52541
26 H 1.66128 -2.99060 2.86318
27 H 1.11822 -5.16917 1.90536
28 H -0.85679 -5.37191 0.33081
29 H -2.07449 -3.28835 -0.26021
30 O -1.79971 2.62137 -0.83287
31 O -1.24200 3.66330 0.03087
32 C -4.00971 -0.03149 0.32107
33 H -4.10870 -0.91752 0.94599
34 H -4.46385 -0.21375 -0.65261
35 H -4.50507 0.81748 0.79070
36 C -1.57425 -2.86922 -3.28989
37 C -0.69018 -1.89787 -2.54414
38 O -1.12894 -0.84877 -2.12681
39 C 0.75685 -2.23431 -2.35447
40 C 1.40067 -3.18897 -3.13754
41 C 2.75250 -3.44180 -2.95806
42 C 3.46143 -2.75511 -1.98061
43 C 2.81850 -1.81889 -1.18140
44 C 1.47219 -1.55545 -1.37048
45 H -2.60801 -2.55508 -3.16843
46 H -1.44260 -3.88395 -2.91337
47 H -1.32273 -2.86583 -4.35326
48 H 0.85209 -3.73020 -3.89853
49 H 3.25212 -4.17586 -3.57799
50 H 4.51576 -2.95772 -1.83655
51 H 3.35718 -1.28715 -0.40797
52 H 0.95928 -0.84905 -0.73255
53 C 2.35353 1.22507 -3.61152
54 S 1.14856 1.53276 -2.30250
55 C 0.50266 3.08082 -2.93155
56 O 2.01110 1.85168 -1.12823
57 H 3.07409 2.04339 -3.59672
58 H 1.85813 1.15309 -4.58095
59 H 2.84508 0.28349 -3.37362
60 H 0.12529 2.91903 -3.94233
61 H 1.29865 3.82663 -2.91206
62 H -0.32715 3.34180 -2.26990

Summary:
energy relative to the best compared isomer or geometry (same formula, charge and spin) = 239.1 kJ/mol
E_LUMO (alpha / beta) = 0.09109 / 0.09103 Eh
charge = -1
spin multiplicity = 2
calculated total energy = -62254.296 eV
orbital gap (alpha / beta) = 0.1616 / 0.2496 hartree

Results of the Löwdin charge analysis, in e, for atoms 1 through 5: Hg 1.088; C -0.106; C -0.301; N -0.031; C -0.627